Below is a molecular structure, C85H202F7MnN15O24S2 in a non-equilibrium geometry, with properties calculated with wB97M-V/def2-TZVPD.

Last column: Löwdin charge in e.
CARTESIAN COORDINATES (ANGSTROEM)
Mn: -0.384 2.615 2.957  0.90
F: -2.240 3.249 3.620  -0.48
C: 2.281 1.244 -0.421  -0.65
F: 1.839 2.440 -0.617  0.17
F: 1.583 0.481 -1.283  0.12
F: 3.568 1.223 -0.682  0.18
S: 1.905 0.847 1.477  0.75
O: 2.468 -0.486 1.806  -0.30
O: 2.506 1.956 2.177  -0.31
N: 0.140 1.076 1.731  -0.35
S: -0.463 -0.052 0.820  0.60
O: -0.957 0.393 -0.491  -0.31
O: 0.282 -1.331 0.707  -0.32
C: -2.003 -0.722 1.937  -0.52
F: -2.845 0.337 2.149  0.09
F: -2.552 -1.659 1.166  0.14
F: -1.396 -1.213 3.073  0.09
C: -2.306 -5.417 -4.946  -0.04
C: -2.519 -4.090 -4.259  -0.47
C: -2.912 -4.271 -2.710  -0.11
C: -1.738 -4.794 -1.846  -0.14
C: -0.628 -3.661 -1.897  -0.10
C: -0.115 -3.418 -3.311  -0.48
N: -1.248 -3.315 -4.292  -0.13
O: -0.935 -2.897 -5.561  -0.01
C: 0.578 -2.066 -3.284  -0.04
C: 0.887 -4.474 -3.757  -0.02
C: -3.648 -3.381 -5.054  -0.03
H: -3.138 -6.103 -4.786  0.09
H: -1.407 -5.845 -4.501  0.06
H: -2.142 -5.288 -6.016  0.09
H: -3.161 -3.330 -2.219  0.11
H: -3.802 -4.899 -2.686  0.11
H: -1.394 -5.746 -2.250  0.10
H: -2.212 -5.017 -0.890  0.10
H: 0.193 -4.003 -1.269  0.10
H: -1.006 -2.754 -1.424  0.10
H: 1.554 -2.048 -2.799  0.08
H: 0.582 -1.528 -4.232  0.06
H: 0.001 -1.353 -2.695  0.06
H: 1.658 -4.664 -3.011  0.07
H: 0.380 -5.410 -3.993  0.06
H: 1.291 -4.237 -4.741  0.08
H: -4.609 -3.843 -4.829  0.08
H: -3.548 -3.472 -6.136  0.07
H: -3.690 -2.298 -4.935  0.05
H: -1.078 -1.947 -5.557  0.06
C: 5.237 4.619 -4.004  -0.01
C: 5.851 6.101 -4.053  -0.42
C: 5.467 6.718 -5.364  -0.18
C: 4.051 7.198 -5.446  -0.20
C: 3.859 8.210 -4.333  -0.15
C: 4.145 7.684 -2.861  -0.50
N: 5.456 7.059 -2.987  -0.14
O: 5.784 6.611 -1.749  -0.01
C: 4.303 8.977 -1.931  -0.01
C: 2.972 6.924 -2.409  -0.05
C: 7.471 6.021 -4.134  -0.01
H: 4.150 4.687 -4.033  0.06
H: 5.577 4.018 -3.161  0.07
H: 5.443 3.983 -4.864  0.07
H: 6.034 7.644 -5.463  0.13
H: 5.625 6.009 -6.177  0.13
H: 3.282 6.435 -5.318  0.09
H: 3.790 7.745 -6.352  0.12
H: 2.915 8.726 -4.510  0.12
H: 4.559 9.031 -4.485  0.11
H: 5.257 9.480 -2.088  0.08
H: 3.410 9.601 -1.983  0.08
H: 4.221 8.518 -0.946  0.06
H: 2.406 6.482 -3.230  0.08
H: 3.357 6.189 -1.702  0.08
H: 2.186 7.463 -1.882  0.09
H: 7.895 6.156 -5.129  0.07
H: 7.980 5.103 -3.841  0.07
H: 7.871 6.940 -3.706  0.07
H: 6.586 7.106 -1.567  0.11
C: -0.447 1.471 -3.802  -0.02
C: -1.800 1.289 -4.555  -0.43
C: -2.634 2.576 -4.389  -0.15
C: -3.606 2.789 -5.488  -0.19
C: -2.959 2.712 -6.861  -0.15
C: -2.271 1.370 -7.158  -0.50
N: -1.414 1.075 -5.993  -0.03
O: -0.364 0.042 -6.204  -0.03
C: -3.375 0.326 -7.384  -0.02
C: -1.507 1.755 -8.420  -0.04
C: -2.611 0.137 -3.858  0.00
H: 0.261 0.652 -3.930  0.05
H: -0.743 1.621 -2.764  0.06
H: -0.034 2.357 -4.285  0.08
H: -3.152 2.542 -3.430  0.11
H: -2.081 3.501 -4.230  0.12
H: -3.951 3.822 -5.453  0.12
H: -4.426 2.072 -5.456  0.08
H: -2.193 3.482 -6.956  0.12
H: -3.772 2.779 -7.584  0.12
H: -4.031 0.165 -6.529  0.06
H: -4.097 0.570 -8.164  0.08
H: -2.907 -0.628 -7.627  0.09
H: -0.738 2.511 -8.260  0.07
H: -1.120 0.883 -8.949  0.08
H: -2.196 2.057 -9.208  0.09
H: -2.771 0.398 -2.812  0.07
H: -2.017 -0.776 -3.807  0.06
H: -3.543 -0.121 -4.360  0.06
H: 0.442 0.542 -6.357  0.05
C: -2.692 -2.543 11.644  -0.11
O: -2.532 -2.200 10.270  -0.21
C: -1.721 -3.123 9.456  -0.19
C: -1.458 -2.342 8.210  -0.25
N: -0.575 -3.060 7.329  -0.06
C: 0.864 -2.901 7.731  -0.16
C: 1.611 -3.567 6.602  -0.25
O: 1.689 -2.756 5.466  -0.19
C: 2.343 -3.391 4.343  -0.06
H: -1.716 -2.630 12.123  0.08
H: -3.201 -3.497 11.783  0.08
H: -3.225 -1.701 12.085  0.09
H: -2.289 -4.024 9.223  0.12
H: -0.837 -3.486 9.980  0.11
H: -1.154 -1.355 8.560  0.12
H: -2.390 -2.284 7.648  0.13
H: -0.648 -2.760 6.367  0.09
H: 1.019 -3.311 8.729  0.11
H: 1.012 -1.822 7.785  0.11
H: 1.186 -4.554 6.416  0.12
H: 2.643 -3.727 6.912  0.12
H: 2.203 -2.881 3.390  0.08
H: 1.929 -4.396 4.259  0.06
H: 3.408 -3.565 4.493  0.07
C: 3.180 -3.407 0.085  -0.08
O: 4.516 -3.977 -0.141  -0.17
C: 4.749 -3.733 -1.513  -0.22
C: 6.270 -3.761 -1.727  -0.20
N: 6.875 -5.006 -1.242  -0.02
C: 8.206 -5.141 -1.731  -0.26
C: 9.193 -4.253 -1.089  -0.19
O: 8.957 -3.913 0.290  -0.23
C: 10.012 -3.292 0.919  -0.12
H: 2.665 -3.719 0.994  0.07
H: 2.474 -3.699 -0.693  0.06
H: 3.080 -2.331 0.222  0.07
H: 4.422 -2.750 -1.852  0.11
H: 4.181 -4.463 -2.090  0.12
H: 6.935 -2.977 -1.365  0.09
H: 6.358 -3.651 -2.808  0.11
H: 6.518 -5.609 -1.970  0.11
H: 8.261 -4.842 -2.778  0.12
H: 8.521 -6.183 -1.689  0.13
H: 9.140 -3.330 -1.667  0.12
H: 10.186 -4.697 -1.157  0.12
H: 10.964 -3.819 0.852  0.09
H: 9.665 -3.191 1.948  0.09
H: 10.203 -2.336 0.432  0.09
C: 0.732 5.680 -9.652  -0.07
O: 1.153 4.489 -8.898  -0.21
C: 1.562 4.705 -7.539  -0.22
C: 2.702 3.761 -7.083  -0.20
N: 2.042 2.496 -7.276  -0.06
C: 2.882 1.215 -7.064  -0.14
C: 3.460 1.023 -5.683  -0.19
O: 4.170 -0.248 -5.792  -0.19
C: 3.405 -1.288 -5.176  -0.11
H: 1.155 6.677 -9.529  0.08
H: -0.307 5.820 -9.353  0.08
H: 0.782 5.454 -10.717  0.08
H: 0.681 4.771 -6.901  0.12
H: 1.859 5.752 -7.484  0.09
H: 3.066 3.752 -6.055  0.09
H: 3.574 3.980 -7.698  0.12
H: 1.522 2.556 -8.140  0.08
H: 3.634 1.180 -7.852  0.12
H: 2.229 0.393 -7.357  0.11
H: 2.803 0.994 -4.813  0.11
H: 4.227 1.744 -5.400  0.11
H: 4.006 -2.185 -5.026  0.08
H: 2.620 -1.700 -5.810  0.09
H: 3.010 -0.988 -4.206  0.06
C: 0.465 0.312 5.168  -0.02
O: 0.298 1.744 4.926  -0.23
C: 1.312 2.545 5.331  -0.25
C: 0.990 3.952 4.885  -0.16
N: 1.039 4.050 3.406  -0.10
C: 0.482 5.304 2.931  -0.18
C: 0.181 5.181 1.450  -0.13
O: -0.475 3.874 1.233  -0.30
C: -1.275 3.753 0.056  -0.05
H: -0.462 -0.246 5.038  0.08
H: 0.669 0.136 6.224  0.08
H: 1.383 -0.143 4.796  0.09
H: 2.326 2.301 5.017  0.13
H: 1.294 2.524 6.421  0.14
H: 1.587 4.728 5.365  0.12
H: -0.015 4.125 5.270  0.13
H: 2.039 4.087 3.268  0.08
H: 1.190 6.130 2.999  0.13
H: -0.463 5.615 3.375  0.14
H: 1.126 5.091 0.915  0.12
H: -0.255 6.109 1.080  0.14
H: -0.628 3.438 -0.764  0.08
H: -1.825 4.674 -0.134  0.10
H: -1.970 2.933 0.237  0.08
C: 2.127 -10.883 3.191  -0.16
O: 3.079 -9.919 3.246  -0.18
C: 2.839 -8.770 4.045  -0.18
C: 1.587 -7.989 3.458  -0.20
N: 1.767 -7.315 2.119  -0.03
C: 0.529 -6.640 1.591  -0.16
C: -0.199 -5.758 2.690  -0.21
O: -1.277 -5.126 2.025  -0.18
C: -2.029 -4.281 2.893  -0.11
H: 1.316 -10.349 2.694  0.08
H: 1.749 -11.351 4.100  0.09
H: 2.487 -11.778 2.684  0.09
H: 3.674 -8.075 4.129  0.11
H: 2.746 -9.051 5.094  0.11
H: 1.280 -7.300 4.245  0.09
H: 0.774 -8.708 3.556  0.10
H: 2.476 -6.599 2.190  0.09
H: -0.111 -7.407 1.155  0.11
H: 0.855 -5.990 0.780  0.10
H: 0.605 -5.048 2.883  0.10
H: -0.583 -6.413 3.472  0.12
H: -2.827 -3.795 2.330  0.07
H: -1.508 -3.482 3.419  0.07
H: -2.608 -4.807 3.652  0.08
C: -6.083 -0.894 0.586  -0.04
O: -6.666 0.103 -0.410  -0.23
C: -5.905 0.265 -1.682  -0.17
C: -6.531 1.419 -2.497  -0.20
N: -7.462 1.027 -3.512  -0.06
C: -6.906 0.346 -4.710  -0.19
C: -7.947 -0.190 -5.699  -0.23
O: -9.010 -0.891 -5.098  -0.19
C: -9.929 -1.473 -6.029  -0.10
H: -6.709 -1.067 1.461  0.07
H: -5.057 -0.658 0.868  0.06
H: -5.986 -1.795 -0.019  0.08
H: -5.918 -0.661 -2.256  0.11
H: -4.873 0.541 -1.466  0.10
H: -5.658 1.786 -3.037  0.10
H: -6.987 2.140 -1.819  0.12
H: -8.196 0.468 -3.102  0.11
H: -6.348 -0.551 -4.439  0.10
H: -6.176 1.023 -5.154  0.09
H: -7.490 -0.732 -6.527  0.12
H: -8.361 0.723 -6.127  0.12
H: -9.453 -2.237 -6.644  0.08
H: -10.293 -0.758 -6.767  0.09
H: -10.668 -2.031 -5.454  0.09
C: -3.743 1.402 8.105  -0.04
C: -4.479 1.034 6.812  -0.42
C: -5.433 2.084 6.302  -0.21
O: -6.402 2.458 7.301  -0.19
C: -7.460 3.307 6.879  -0.09
N: -3.505 0.753 5.734  0.07
H: -3.240 0.495 8.439  0.06
H: -4.404 1.663 8.931  0.07
H: -3.091 2.269 7.993  0.08
H: -5.179 0.226 7.025  0.14
H: -5.960 1.840 5.380  0.10
H: -4.824 2.976 6.158  0.12
H: -8.334 3.102 7.497  0.09
H: -7.647 3.212 5.809  0.07
H: -7.083 4.330 6.883  0.08
H: -4.145 0.737 4.953  0.04
H: -2.947 1.544 5.444  0.05
C: -5.101 4.314 1.403  -0.06
C: -5.642 3.599 2.593  -0.46
C: -5.907 2.121 2.414  -0.13
O: -6.979 1.637 3.307  -0.22
C: -8.309 1.870 2.831  -0.11
N: -4.816 4.076 3.656  0.04
H: -5.601 3.958 0.502  0.07
H: -4.045 4.157 1.187  0.06
H: -5.327 5.372 1.534  0.09
H: -6.536 4.125 2.928  0.13
H: -5.069 1.424 2.432  0.11
H: -6.308 2.060 1.402  0.10
H: -8.549 2.933 2.788  0.07
H: -8.964 1.395 3.561  0.09
H: -8.627 1.650 1.812  0.08
H: -3.860 3.751 3.635  0.01
H: -5.088 3.646 4.528  0.02
C: 4.380 5.436 1.963  -0.04
C: 4.497 4.593 3.247  -0.47
C: 5.827 3.905 3.462  -0.14
O: 5.531 3.049 4.623  -0.23
C: 6.647 2.367 5.157  -0.10
N: 4.093 5.414 4.313  0.05
H: 5.312 5.975 1.790  0.08
H: 3.700 6.288 1.976  0.07
H: 3.961 4.955 1.079  0.07
H: 3.721 3.827 3.253  0.09
H: 6.646 4.564 3.750  0.13
H: 6.041 3.330 2.561  0.13
H: 7.357 3.058 5.612  0.09
H: 7.073 1.724 4.386  0.09
H: 6.133 1.747 5.891  0.09
H: 4.475 5.031 5.166  0.08
H: 4.506 6.326 4.180  0.08
C: 6.187 -2.992 3.820  -0.08
C: 6.012 -2.893 2.364  -0.46
C: 6.271 -1.563 1.741  -0.20
O: 6.279 -1.683 0.338  -0.18
C: 6.836 -0.562 -0.325  -0.09
N: 6.738 -3.997 1.690  0.09
H: 7.171 -2.587 4.055  0.08
H: 5.992 -3.992 4.207  0.09
H: 5.438 -2.365 4.303  0.07
H: 4.986 -3.180 2.133  0.11
H: 7.285 -1.305 2.046  0.12
H: 5.651 -0.826 2.251  0.13
H: 6.768 -0.717 -1.402  0.09
H: 7.889 -0.368 -0.120  0.08
H: 6.287 0.358 -0.126  0.08
H: 7.510 -3.509 1.258  0.02
H: 7.259 -4.379 2.467  0.06
C: -8.358 -4.273 1.151  -0.07
C: -7.285 -4.074 2.218  -0.44
C: -7.797 -3.445 3.541  -0.16
O: -6.573 -3.443 4.335  -0.20
C: -6.236 -2.163 4.761  -0.13
N: -6.622 -5.344 2.592  0.05
H: -9.027 -5.087 1.432  0.07
H: -7.866 -4.673 0.264  0.08
H: -9.002 -3.422 0.927  0.08
H: -6.569 -3.371 1.791  0.11
H: -8.598 -4.141 3.790  0.12
H: -8.275 -2.471 3.436  0.12
H: -6.965 -1.815 5.493  0.09
H: -6.122 -1.425 3.967  0.07
H: -5.241 -2.119 5.205  0.08
H: -7.219 -5.893 3.194  0.07
H: -5.928 -4.989 3.235  0.05

Its spin multiplicity is 6. The orbital gap (alpha / beta) comes out at 7.2092 / 7.0960 eV. The strongest force on any atom comes out at 6.6 eV Å⁻¹. The value obtained for the HOMO energy (alpha / beta) is -7.17 / -7.17 eV.